C42H59Br2N8OSYb as an isolated structure, computed with the ωB97M-V functional and the def2-TZVPD basis.

Computed properties:
**Frontier orbital gap (alpha / beta)**: 7.146 / 7.161 eV
**Highest occupied orbital energy (alpha / beta)**: -12.7076 / -12.7191 eV

The geometry in ORCA input format:
```
! wB97M-V def2-TZVPD RIJCOSX def2/J DEFGRID3
* xyz 2 2
Yb 0.210 0.911 0.206
Br -0.088 6.977 3.804
C 0.082 5.407 2.825
C 0.796 4.343 3.335
C 0.868 3.196 2.574
N 0.296 3.076 1.369
C -0.376 4.119 0.874
C -0.517 5.299 1.577
C -1.026 3.926 -0.462
C -1.364 4.996 -1.262
C -2.048 4.747 -2.443
Br -2.509 6.159 -3.559
C -2.389 3.453 -2.781
C -1.977 2.438 -1.939
N -1.291 2.659 -0.813
H 1.281 4.396 4.301
H 1.407 2.330 2.943
H -1.095 6.120 1.176
H -1.098 6.008 -0.985
H -2.946 3.229 -3.682
H -2.190 1.401 -2.168
C 0.916 -3.603 -0.855
C 2.245 -3.491 -1.604
C 3.486 -3.494 -0.709
C 3.579 -2.368 0.315
N 2.716 -2.623 1.483
C 2.098 -1.723 2.222
S 2.211 -0.012 1.920
N 1.323 -2.127 3.227
C 0.892 -3.509 3.480
C -0.256 -3.932 2.573
C -0.601 -5.410 2.705
C -1.714 -5.829 1.747
H 0.083 -3.756 -1.544
H 0.686 -2.710 -0.274
H 0.928 -4.460 -0.171
H 2.256 -2.590 -2.228
H 2.325 -4.334 -2.293
H 4.382 -3.420 -1.325
H 3.554 -4.463 -0.196
H 3.272 -1.420 -0.121
H 4.609 -2.251 0.654
H 2.660 -3.583 1.784
H 0.811 -1.386 3.673
H 0.603 -3.559 4.526
H 1.743 -4.185 3.381
H 0.005 -3.704 1.535
H -1.134 -3.320 2.813
H -0.902 -5.626 3.736
H 0.296 -6.009 2.513
H -2.628 -5.258 1.936
H -1.957 -6.887 1.852
H -1.421 -5.655 0.706
C 4.190 2.894 -2.685
C 4.058 2.701 -1.176
C 3.144 3.780 -0.589
C 5.429 2.772 -0.522
N 3.579 1.325 -0.897
N 2.218 1.114 -1.341
H 4.772 3.793 -2.897
H 3.221 3.026 -3.184
H 4.700 2.037 -3.134
H 3.534 4.779 -0.809
H 3.076 3.676 0.499
H 2.135 3.731 -1.014
H 5.875 3.758 -0.682
H 6.093 2.016 -0.946
H 5.356 2.606 0.559
H 3.566 1.162 0.102
H 2.223 0.237 -1.846
H 2.065 1.782 -2.086
N -0.742 -0.427 -1.115
C -1.066 -0.969 -2.219
C -2.219 -1.927 -2.292
C -2.532 -2.676 -1.159
C -3.603 -3.553 -1.168
C -4.390 -3.678 -2.310
C -4.091 -2.931 -3.443
C -3.001 -2.069 -3.439
C -0.330 -0.675 -3.502
C -0.005 0.632 -3.847
C 0.722 0.914 -4.997
C 1.145 -0.125 -5.817
C 0.813 -1.435 -5.494
C 0.062 -1.706 -4.357
H -1.910 -2.564 -0.277
H -3.830 -4.146 -0.288
H -5.229 -4.363 -2.319
H -4.703 -3.026 -4.333
H -2.766 -1.496 -4.329
H -0.345 1.444 -3.214
H 0.944 1.942 -5.265
H 1.712 0.088 -6.715
H 1.124 -2.248 -6.140
H -0.223 -2.728 -4.130
O -1.068 0.295 2.013
C -2.237 0.095 2.370
C -3.427 0.548 1.592
C -4.048 1.725 2.411
C -3.085 2.473 3.369
C -2.820 1.812 4.741
C -1.951 0.552 4.692
N -2.483 -0.345 3.627
H -4.148 -0.264 1.477
H -3.112 0.859 0.603
H -4.898 1.353 2.988
H -4.459 2.441 1.700
H -3.524 3.452 3.562
H -2.132 2.670 2.863
H -3.783 1.556 5.195
H -2.352 2.540 5.409
H -1.955 0.026 5.643
H -0.921 0.791 4.436
H -3.464 -0.540 3.775
*
```

---

C42H60BeN5O6 as an isolated structure, computed with the ωB97M-V functional and the def2-TZVPD basis.

Computed properties:
**Frontier orbital gap**: 1.534 eV
**Highest occupied orbital energy**: -10.8075 eV
**Energy relative to the best compared isomer or geometry (same formula, charge and spin)**: 215.18 kcal per mole

The geometry in ORCA input format:
```
! wB97M-V def2-TZVPD RIJCOSX def2/J DEFGRID3
* xyz 1 1
Be -9.082 -21.094 10.525
C -8.228 -23.861 3.801
C -8.863 -22.520 4.052
O -8.775 -22.014 5.313
H -8.486 -24.619 4.541
H -7.154 -23.729 3.930
H -8.477 -24.246 2.813
H -9.911 -22.590 3.761
H -8.442 -21.822 3.328
N -4.178 -23.126 10.760
C -3.308 -23.027 9.694
C -2.011 -23.590 9.675
C -1.566 -24.265 10.802
C -2.394 -24.403 11.854
C -3.680 -23.846 11.833
H -3.730 -22.464 8.874
H -1.348 -23.493 8.828
H -0.531 -24.570 10.837
H -1.917 -24.735 12.764
H -4.323 -23.764 12.696
N -6.050 -16.428 10.565
C -5.767 -15.925 9.303
C -5.110 -14.701 9.136
C -4.588 -14.059 10.250
C -4.809 -14.568 11.526
C -5.576 -15.749 11.664
H -6.211 -16.467 8.482
H -5.035 -14.335 8.122
H -3.913 -13.219 10.178
H -4.303 -14.145 12.381
H -5.850 -16.201 12.606
N -14.199 -22.530 9.997
C -15.041 -22.172 8.980
C -16.366 -22.573 9.009
C -16.846 -23.308 10.063
C -15.998 -23.752 11.069
C -14.677 -23.230 11.065
H -14.645 -21.624 8.138
H -17.050 -22.366 8.200
H -17.884 -23.595 10.146
H -16.244 -24.385 11.909
H -14.046 -23.480 11.905
N -9.504 -12.152 3.979
C -10.684 -11.919 4.576
C -11.449 -12.915 5.150
C -11.084 -14.248 5.066
C -9.918 -14.553 4.371
C -9.163 -13.466 3.841
H -10.835 -10.856 4.694
H -12.392 -12.638 5.596
H -11.558 -15.061 5.597
H -9.599 -15.585 4.394
H -8.202 -13.681 3.398
N 0.098 -19.782 4.452
C -0.852 -18.779 4.587
C -2.093 -18.965 3.957
C -2.404 -20.140 3.273
C -1.419 -21.092 3.162
C -0.159 -20.849 3.646
H -0.677 -17.898 5.188
H -2.849 -18.207 4.099
H -3.387 -20.113 2.825
H -1.522 -21.968 2.538
H 0.648 -21.554 3.508
C -13.613 -18.250 0.372
C -13.846 -17.243 -0.710
O -14.200 -17.639 -1.845
C -13.653 -15.764 -0.400
H -12.533 -18.382 0.431
H -14.023 -19.219 0.084
H -13.967 -17.906 1.344
H -14.597 -15.479 0.064
H -13.601 -15.233 -1.350
H -12.877 -15.386 0.266
C -17.401 -24.366 2.707
C -16.026 -24.975 2.510
O -15.580 -24.855 1.383
C -15.279 -25.564 3.631
H -17.560 -23.781 1.801
H -17.418 -23.719 3.584
H -18.167 -25.142 2.721
H -15.941 -26.055 4.344
H -14.808 -24.809 4.259
H -14.532 -26.283 3.294
C -6.034 -26.551 -2.736
C -5.745 -27.110 -4.113
O -5.577 -28.307 -4.319
C -5.849 -26.079 -5.282
H -5.826 -27.380 -2.059
H -7.065 -26.204 -2.662
H -5.313 -25.736 -2.673
H -4.854 -25.979 -5.714
H -6.225 -25.113 -4.943
H -6.565 -26.406 -6.037
C -10.756 -28.109 8.607
C -9.542 -27.509 9.291
O -9.550 -26.437 9.886
C -8.277 -28.342 9.277
H -11.621 -27.678 9.112
H -10.800 -29.194 8.512
H -10.725 -27.685 7.603
H -7.551 -28.177 10.073
H -7.576 -28.157 8.463
H -8.555 -29.395 9.252
C -3.447 -28.662 4.261
C -2.923 -29.908 4.958
O -3.754 -30.728 5.397
C -1.378 -30.029 5.202
H -3.917 -28.860 3.297
H -2.688 -27.917 4.022
H -4.115 -28.148 4.951
H -1.248 -30.957 5.759
H -1.103 -29.268 5.932
H -0.741 -30.092 4.319
*
```

---

Number 1: F_max 0.7 eV/Å, E -240922.2599 eV. Number 2: F_max 3.6 eV/Å, E -64643.9807 eV.